The following is a quantum chemistry calculation of 2 unconnected molecules or ions with the total composition C2H3Br4P at a distorted geometry, from OMol25.

Geometry (Å):
Br -0.670 2.153 0.593
Br 1.286 -2.842 -2.988
Br 0.502 0.467 -2.580
Br 2.747 -2.144 0.052
P 0.908 -2.889 -0.867
C 0.187 0.268 0.175
C -0.377 -0.195 -1.068
H -1.380 -0.287 -1.126
H 0.085 -0.119 1.183
H 1.206 0.473 0.237

Output
E_LUMO (spin up / spin down) = -1.59 / -1.50 eV
net charge = 0
relative energy (zero: lowest compared OMol25 entry of this formula, charge and spin) = 61.2 kcal/mol
highest occupied orbital energy (spin up / spin down) = -8.71 / -8.49 eV
2S+1 = 1
Kohn-Sham gap (spin up / spin down) = 7.1 / 7.0 eV